Below is an isolated molecule of C12H10O2 in a non-equilibrium geometry, with properties calculated with ωB97M-V/def2-TZVPD.

```
24
Properties=species:S:1:pos:R:3:nbo_charge:R:1
C -3.099 -1.365 0.451 -0.231
C -1.159 -0.378 -0.460 0.196
H 2.106 -0.180 -2.362 0.227
O 0.073 -0.309 -1.197 -0.479
C -3.794 -0.015 0.507 -0.228
H -4.806 -0.265 0.829 0.249
C 2.644 0.024 1.501 -0.213
C -1.743 -1.511 -0.135 -0.249
O -0.749 1.841 -0.168 -0.628
C -1.611 0.916 -0.201 0.319
C 1.418 0.047 0.929 -0.281
H -3.571 -2.333 0.856 0.214
C 3.866 -0.059 0.829 -0.233
C 3.680 -0.017 -0.653 -0.211
C 2.342 -0.300 -1.159 -0.243
C -3.015 0.990 -0.020 -0.299
H 4.670 -0.272 -1.197 0.220
H -3.150 2.079 0.297 0.186
H 2.680 -0.044 2.496 0.202
H 0.549 -0.078 1.703 0.219
H -1.326 -2.570 -0.222 0.250
H -1.073 2.758 0.124 0.504
C 1.194 -0.174 -0.389 0.276
H 4.977 -0.292 1.203 0.233
```

Output
* lowest unoccupied orbital energy: 0.53 eV
* max |F|: 7.13 eV/A
* relative energy (zero: lowest compared OMol25 entry of this formula, charge and spin): 427.8 kJ/mol
* multiplicity: 1
* structure (SMILES): Oc1ccccc1Oc1ccccc1
* calculated total energy: -16696.22065 eV

=====

Below is an isolated molecule of C12H10O3 in a non-equilibrium geometry, with properties calculated with ωB97M-V/def2-TZVPD.

```
25
Properties=species:S:1:pos:R:3:nbo_charge:R:1
C -0.353 -0.662 -2.942 -0.234
H 0.417 -1.518 1.599 0.230
C -0.224 0.453 1.152 0.190
C -0.358 -0.808 1.775 -0.235
C -2.217 1.327 2.264 -0.265
H -1.352 0.478 -1.327 0.233
H 2.747 -2.160 -2.786 0.234
H -3.266 -0.163 3.419 0.219
H 2.925 -0.121 0.006 0.485
H -1.674 -1.999 3.104 0.221
C 1.849 -0.776 -1.328 0.256
O -0.826 2.762 1.029 -0.660
H -0.022 2.764 0.492 0.494
C -2.468 0.090 2.774 -0.205
O 3.051 -0.882 -0.664 -0.658
C -0.434 -0.076 -1.681 -0.226
C 0.751 -1.389 -3.327 -0.208
H -1.163 -0.536 -3.649 0.217
C 0.720 -0.054 -0.900 0.185
O 0.829 0.673 0.264 -0.527
H 0.687 -1.953 -4.185 0.209
H -2.934 2.209 2.245 0.236
C -1.528 -0.999 2.553 -0.227
C -1.054 1.534 1.512 0.275
C 1.850 -1.544 -2.511 -0.241
```

Output
* lowest unoccupied orbital energy: 0.68 eV
* max |F|: 4.04 eV/A
* relative energy (zero: lowest compared OMol25 entry of this formula, charge and spin): 164.2 kJ/mol
* multiplicity: 1
* structure (SMILES): Oc1ccccc1Oc1ccccc1O
* calculated total energy: -18747.40179 eV

=====

Below is the ion C12H11BCl4NO3 with charge -1 in a non-equilibrium geometry, with properties calculated with ωB97M-V/def2-TZVPD.

```
32
Properties=species:S:1:pos:R:3:nbo_charge:R:1
H 1.352 4.918 -1.404 0.213
Cl 3.292 -2.018 -3.278 -0.004
B -2.059 -3.198 1.346 0.440
O -1.906 -1.721 0.985 -0.746
C 0.787 -2.137 -2.312 -0.247
H -0.300 -0.528 1.826 0.186
C 0.702 3.200 -0.340 -0.080
C 1.592 -1.153 0.205 -0.175
Cl -3.001 -3.208 2.983 -0.289
N -2.212 0.632 3.562 -0.310
C -0.394 1.531 0.934 0.814
H 1.877 -0.842 1.234 0.235
C -0.851 -0.891 0.897 0.123
H -0.104 5.245 -0.447 0.211
H 3.612 -1.185 -0.564 0.219
H -2.350 0.774 0.273 0.258
C 2.568 -1.331 -0.789 -0.248
H -1.182 -2.325 -1.400 0.251
O -0.535 2.500 0.014 -0.515
H 1.285 3.414 0.555 0.208
C -0.149 -1.994 -1.293 -0.168
H -0.233 4.328 -1.973 0.213
Cl -2.976 -3.936 -0.084 -0.288
C -1.970 0.698 2.404 0.286
C 0.221 -1.358 -0.081 -0.037
C -1.554 0.502 0.963 -0.375
O 0.607 1.464 1.652 -0.610
H 0.513 -2.613 -3.242 0.220
C 2.129 -1.805 -2.061 -0.069
H 1.251 2.530 -1.016 0.190
Cl -0.400 -3.975 1.525 -0.279
C 0.391 4.481 -1.072 -0.625
```

Output
* lowest unoccupied orbital energy: 2.55 eV
* max |F|: 4.22 eV/A
* total charge: -1
* multiplicity: 1
* calculated total energy: -71026.65565 eV

=====

Below is a structure of composition C12H11N3O7P2SZr, with properties calculated with ωB97M-V/def2-TZVPD.

```
37
Properties=species:S:1:pos:R:3:nbo_charge:R:1
H 5.233 -1.111 -0.099 0.573
H -4.518 -2.806 -0.366 0.243
C -3.362 -2.975 -4.569 -0.231
H 1.517 -0.525 3.188 0.552
O 2.201 -0.758 -1.112 -1.077
O 4.442 -1.673 -0.060 -0.942
O 2.061 -2.056 0.841 -1.084
C -2.329 -2.889 -3.657 0.177
N -0.651 -2.006 -1.490 -0.872
H -3.739 -1.122 3.492 0.273
H -5.312 -2.218 1.886 0.267
H 0.241 -2.121 -5.712 0.249
C -1.792 -2.478 -6.326 -0.167
C -1.902 -2.401 -1.318 0.503
C -3.420 -1.414 2.501 -0.199
C -3.830 -2.359 0.337 -0.185
H -3.874 -2.871 -6.644 0.249
C -2.518 -2.104 0.007 0.153
N -2.606 -3.008 -2.256 -0.511
C -3.079 -2.786 -5.917 -0.150
O 1.050 -0.159 2.419 -1.022
H -1.411 -0.687 2.761 0.241
O 2.151 2.246 2.267 -0.954
N -1.668 -1.520 0.885 -0.598
S 0.242 -2.659 -2.848 0.537
Zr 0.432 -1.015 0.113 2.533
P 1.816 1.031 1.583 2.520
C -0.764 -2.363 -5.395 -0.173
C -4.285 -2.019 1.609 -0.076
H -4.374 -3.187 -4.245 0.234
H -3.523 -3.356 -2.021 0.430
C -2.118 -1.173 2.100 0.099
O 3.144 0.221 1.022 -1.054
H -1.580 -2.325 -7.375 0.251
O 0.780 0.928 0.406 -1.089
P 3.042 -1.091 0.112 2.562
C -1.036 -2.597 -4.059 -0.262
```

Output
* lowest unoccupied orbital energy: -7.99 eV
* max |F|: 0.17 eV/A
* total charge: +2
* multiplicity: 1
* calculated total energy: -62113.74019 eV

=====

Below is the ion C12H11O with charge +1 in a non-equilibrium geometry, with properties calculated with ωB97M-V/def2-TZVPD.

```
24
Properties=species:S:1:pos:R:3:nbo_charge:R:1
H 2.237 1.532 -3.439 0.247
C -0.489 -0.569 -0.189 -0.074
O -1.844 -0.441 2.202 -0.409
H 3.725 1.396 0.486 0.235
C -1.241 -1.330 -0.973 -0.280
C 0.826 0.672 -1.947 -0.207
H 4.166 1.553 -1.876 0.242
C 2.956 1.057 -0.224 -0.146
C 3.091 1.255 -1.548 -0.188
C 1.634 0.242 1.704 0.027
C 0.722 0.120 -0.590 -0.022
C 1.996 1.166 -2.475 -0.149
C -3.099 -0.522 1.409 -0.264
C -0.732 -0.369 1.570 0.595
H -3.048 0.265 0.680 0.217
H -0.032 0.943 -2.613 0.241
H -2.166 -1.910 -0.630 0.230
H 0.494 -0.221 3.354 0.256
H 2.540 0.223 2.466 0.260
C 1.808 0.432 0.315 -0.132
H -3.104 -1.590 0.937 0.206
H -0.997 -1.349 -2.042 0.244
C 0.483 -0.180 2.296 -0.380
H -3.942 -0.465 2.210 0.251
```

Output
* lowest unoccupied orbital energy: -5.59 eV
* max |F|: 4.49 eV/A
* total charge: +1
* relative energy (zero: lowest compared OMol25 entry of this formula, charge and spin): 72.8 kJ/mol
* multiplicity: 1
* calculated total energy: -14659.60308 eV

=====

Below is a structure of composition C12H12AsHgN4S6, with properties calculated with ωB97M-V/def2-TZVPD.

```
36
Properties=species:S:1:pos:R:3:nbo_charge:R:1
H -1.739 5.531 -0.697 0.192
S -3.333 -1.414 -0.507 -0.904
H 2.472 4.094 -0.182 0.211
S 1.028 -0.371 -1.487 -0.452
S -4.772 0.193 2.330 -0.827
H -2.300 -4.113 0.516 0.286
H 5.014 -0.052 -0.418 0.181
C -2.088 2.285 0.154 0.086
H -3.483 3.914 0.130 0.215
C -1.205 -5.923 -0.016 -0.471
C 0.094 2.710 -0.419 0.373
C -2.463 3.606 -0.051 -0.323
C -1.488 4.495 -0.494 -0.172
N 1.388 2.237 -0.511 -0.409
C 2.530 3.028 -0.305 -0.127
N 3.181 0.916 -0.397 -0.414
As -3.578 -1.463 1.730 0.973
H 1.649 -4.112 -0.843 0.212
S 0.393 -6.228 -0.567 0.319
C -1.398 -4.590 0.144 -0.032
H -2.808 1.545 0.493 0.253
C 3.593 2.210 -0.221 -0.056
S -4.235 -3.415 2.293 -0.840
H 3.923 -0.573 0.896 0.184
N -0.846 1.848 -0.028 -0.484
Hg -0.913 -0.943 -0.093 1.264
C 3.976 -0.255 -0.153 -0.397
H 0.567 4.728 -1.069 0.196
C -0.195 4.059 -0.690 -0.320
H -1.905 -6.719 0.180 0.235
H 4.625 2.457 -0.031 0.199
H 3.599 -1.068 -0.770 0.234
S -1.452 -1.152 2.360 -0.883
C 0.696 -4.529 -0.547 -0.147
N -0.307 -3.813 -0.167 -0.420
C 1.782 0.875 -0.563 0.064
```

Output
* lowest unoccupied orbital energy (spin up / spin down): 4.05 / 4.05 eV
* max |F|: 0.56 eV/A
* expectation value of S²: 0.762
* total charge: -2
* relative energy (zero: lowest compared OMol25 entry of this formula, charge and spin): 0.0 kJ/mol
* multiplicity: 2
* calculated total energy: -148626.28476 eV